Entry 1:
The following is a quantum chemistry calculation of a 5-piece molecular cluster, C16H32O6 overall in a non-equilibrium geometry, from the OMol25 dataset.

Cartesian coordinates (Å):
O  -5.500  0.968  -1.253
C  -4.337  1.090  -0.879
O  -3.859  1.545  0.286
C  -4.832  1.866  1.330
C  -4.160  2.409  2.547
C  -3.164  0.922  -1.770
H  -5.187  0.930  1.595
H  -5.649  2.414  0.741
H  -3.220  1.941  2.937
H  -5.037  2.675  3.350
H  -4.041  3.223  2.192
H  -3.012  1.894  -1.521
H  -3.422  0.654  -2.848
H  -2.164  0.280  -1.410
C  0.660  1.227  -0.720
C  -0.272  2.352  -0.386
O  -0.709  3.148  -1.431
C  -0.858  2.491  1.033
H  0.982  0.825  -1.556
H  0.342  0.257  -0.132
H  1.510  1.121  0.031
H  -1.378  1.639  1.315
H  -1.755  3.102  1.143
H  -0.022  2.660  1.638
C  2.401  -4.300  -2.331
C  1.369  -3.122  -2.284
O  1.533  -2.081  -1.417
C  0.332  -3.075  -3.268
H  2.098  -5.244  -2.870
H  2.811  -4.512  -1.252
H  3.310  -3.774  -2.907
H  -0.415  -2.433  -2.933
H  0.040  -4.128  -3.748
H  0.623  -2.434  -4.299
C  0.719  0.234  3.495
C  -0.683  -0.148  3.923
O  -1.769  -0.071  3.205
C  -0.814  -0.528  5.409
H  0.550  0.872  2.607
H  1.452  -0.672  3.154
H  1.237  0.832  4.166
H  -0.512  -1.487  5.590
H  -1.868  -0.461  5.968
H  -0.157  0.158  5.874
C  3.693  0.300  -2.521
C  4.778  -0.822  -2.748
O  4.855  -1.321  -3.945
C  5.694  -1.219  -1.563
H  3.025  0.330  -3.176
H  4.144  1.249  -2.546
H  3.027  0.091  -1.718
H  5.245  -1.763  -0.878
H  5.775  -0.412  -1.154
H  6.591  -1.691  -2.065

Summary:
LUMO ... 0.15 eV
SMILES ... CCOC(C)=O.CC(C)=O.CC(C)=O.CC(C)=O.CC(C)=O
Gap between HOMO and LUMO ... 9.634 eV
E ... -29385.147 eV

Mulliken atomic charges, in units of e: atom 1 (O): -0.625, atom 2 (C): 0.620, atom 3 (O): -0.116, atom 4 (C): -0.287, atom 5 (C): -1.446, atom 6 (C): -0.641, atom 7 (H): 0.347, atom 8 (H): 0.397, atom 9 (H): 0.171, atom 10 (H): 0.290, atom 11 (H): 0.689, atom 12 (H): 0.207, atom 13 (H): 0.294, atom 14 (H): 0.078, atom 15 (C): -1.289, atom 16 (C): 0.481, atom 17 (O): -0.638, atom 18 (C): -1.078, atom 19 (H): 0.778, atom 20 (H): 0.295, atom 21 (H): 0.311, atom 22 (H): 0.143, atom 23 (H): 0.351, atom 24 (H): 0.701, atom 25 (C): -0.824, atom 26 (C): 0.797, atom 27 (O): -0.539, atom 28 (C): -1.104, atom 29 (H): 0.358, atom 30 (H): 0.251, atom 31 (H): 0.161, atom 32 (H): 0.328, atom 33 (H): 0.312, atom 34 (H): 0.249, atom 35 (C): -0.674, atom 36 (C): 0.791, atom 37 (O): -0.561, atom 38 (C): -1.150, atom 39 (H): -0.142, atom 40 (H): 0.276, atom 41 (H): 0.412, atom 42 (H): 0.368, atom 43 (H): 0.261, atom 44 (H): 0.369, atom 45 (C): -1.498, atom 46 (C): 0.928, atom 47 (O): -0.609, atom 48 (C): -1.520, atom 49 (H): 0.710, atom 50 (H): 0.571, atom 51 (H): 0.124, atom 52 (H): 0.426, atom 53 (H): 0.612, atom 54 (H): 0.283

Entry 2:
The following is a quantum chemistry calculation of C16H33BCrF4NO11Ti as an isolated structure in a non-equilibrium geometry, from the OMol25 dataset.

Cartesian coordinates (Å):
Ti  -1.280  -18.767  -5.408
Cr  2.627  -17.506  -5.314
C  4.162  -14.563  -8.283
C  3.596  -14.854  -6.900
O  3.721  -16.155  -6.484
H  5.237  -14.773  -8.269
H  4.019  -13.541  -8.638
H  3.726  -15.217  -9.042
H  2.518  -14.569  -6.956
H  3.919  -14.115  -6.146
B  0.561  -19.714  -3.561
F  1.587  -19.205  -4.357
F  -0.092  -20.761  -4.224
F  0.967  -20.080  -2.292
F  -0.414  -18.688  -3.389
C  -1.374  -15.855  -6.875
C  -0.263  -15.923  -5.853
C  -0.703  -15.561  -4.420
O  0.508  -17.094  -5.798
H  -1.901  -14.907  -6.886
H  -2.066  -16.696  -6.687
H  -1.000  -16.052  -7.880
H  0.431  -15.092  -6.071
H  0.206  -15.345  -3.851
H  -1.124  -16.419  -3.886
H  -1.368  -14.700  -4.312
C  2.848  -21.599  -7.000
O  2.575  -20.889  -8.189
C  2.581  -19.577  -8.170
O  2.717  -18.903  -7.184
O  2.354  -19.116  -9.360
C  1.955  -17.744  -9.440
H  2.302  -21.181  -6.149
H  3.920  -21.632  -6.804
H  2.452  -22.606  -7.112
H  2.631  -17.148  -8.828
H  0.921  -17.672  -9.110
H  2.018  -17.339  -10.447
C  0.446  -12.583  -7.709
O  -0.673  -11.837  -8.184
C  -1.431  -12.354  -9.142
O  -1.214  -13.268  -9.873
O  -2.511  -11.571  -9.152
C  -3.498  -11.796  -10.142
H  1.142  -11.916  -7.202
H  0.900  -13.187  -8.489
H  0.179  -13.208  -6.852
H  -4.242  -11.010  -10.100
H  -3.966  -12.779  -10.087
H  -3.078  -11.792  -11.152
C  -0.809  -12.226  -0.768
O  -0.228  -11.963  -2.024
C  0.819  -12.662  -2.413
O  1.354  -13.511  -1.746
O  1.183  -12.271  -3.622
C  2.284  -12.970  -4.170
H  -1.326  -11.391  -0.306
H  -0.063  -12.549  -0.038
H  -1.502  -13.060  -0.904
H  3.115  -13.098  -3.462
H  2.677  -12.392  -4.998
H  2.089  -14.031  -4.333
C  -4.059  -15.408  -8.696
C  -5.242  -16.273  -8.654
N  -6.146  -16.981  -8.650
H  -4.091  -14.840  -9.621
H  -3.203  -16.067  -8.618
H  -4.109  -14.708  -7.865

Summary:
LUMO (spin up / spin down) ... -0.75 / -0.62 eV
Gap between HOMO and LUMO (spin up / spin down) ... 5.694 / 8.402 eV
Spin multiplicity ... 8
E ... -104225.279 eV

Mulliken atomic charges, in units of e: atom 1 (Ti): 0.286, atom 2 (Cr): 0.904, atom 3 (C): -1.174, atom 4 (C): 0.833, atom 5 (O): -0.740, atom 6 (H): 0.345, atom 7 (H): 0.380, atom 8 (H): 0.183, atom 9 (H): -0.658, atom 10 (H): 0.283, atom 11 (B): 0.434, atom 12 (F): 0.028, atom 13 (F): -0.405, atom 14 (F): -0.310, atom 15 (F): -0.338, atom 16 (C): -1.440, atom 17 (C): 2.419, atom 18 (C): -1.152, atom 19 (O): -0.034, atom 20 (H): 0.340, atom 21 (H): 0.235, atom 22 (H): 0.473, atom 23 (H): -1.831, atom 24 (H): 0.147, atom 25 (H): 0.171, atom 26 (H): 0.433, atom 27 (C): -0.393, atom 28 (O): -0.363, atom 29 (C): 0.649, atom 30 (O): -0.212, atom 31 (O): -0.385, atom 32 (C): -0.206, atom 33 (H): 0.023, atom 34 (H): 0.288, atom 35 (H): 0.248, atom 36 (H): -0.093, atom 37 (H): 0.196, atom 38 (H): 0.327, atom 39 (C): -0.244, atom 40 (O): -0.401, atom 41 (C): 0.847, atom 42 (O): -0.557, atom 43 (O): -0.346, atom 44 (C): -0.468, atom 45 (H): 0.256, atom 46 (H): 0.437, atom 47 (H): -0.141, atom 48 (H): 0.273, atom 49 (H): 0.060, atom 50 (H): 0.318, atom 51 (C): -0.694, atom 52 (O): -0.368, atom 53 (C): 0.883, atom 54 (O): -0.602, atom 55 (O): -0.292, atom 56 (C): -0.523, atom 57 (H): 0.254, atom 58 (H): 0.316, atom 59 (H): 0.280, atom 60 (H): 0.466, atom 61 (H): 0.283, atom 62 (H): 0.029, atom 63 (C): -0.092, atom 64 (C): 0.021, atom 65 (N): -0.397, atom 66 (H): 0.185, atom 67 (H): 0.020, atom 68 (H): 0.308